The following is a DFT calculation (ωB97M-V with the def2-TZVPD basis set) of C32H77Br6O20P5 as an isolated structure.

- Maximum force: 11.78 eV Å⁻¹
- E_LUMO: 0.4 eV
- Relative energy (zero: lowest compared OMol25 entry of this formula, charge and spin): 1021.00 kcal per mole
- Total charge: 0
- Gap between HOMO and LUMO: 7.669 eV
- HOMO level: -7.28 eV
- Electronic energy: -19919.92120 hartree
- Spin multiplicity: 1

CARTESIAN COORDINATES (ANGSTROEM)
C1 2.361453 -1.615483 -3.012537
Br1 2.052663 0.301647 -3.145797
Br2 1.118993 -2.630093 -4.279377
Br3 2.067703 -2.088763 -1.127637
H1 3.390373 -1.854953 -3.280987
C2 -3.557537 -1.879193 -0.286997
Br4 -3.314257 -3.339643 0.984943
Br5 -2.992577 -2.418173 -2.119747
Br6 -2.842698 -0.110103 0.283253
H2 -4.632597 -1.742333 -0.403647
C3 1.927033 -0.420853 3.424843
C4 1.171663 0.852507 3.015593
O1 0.148763 0.194547 2.177903
P1 -1.359407 0.178637 2.692223
O2 -2.081427 1.428407 2.357483
O3 -1.980347 -1.151013 2.025423
C5 -1.431427 -2.477553 2.198983
C6 -2.319127 -3.300883 3.186453
O4 -1.205027 -0.282773 4.260083
C7 -1.790397 0.445777 5.337183
C8 -3.243207 0.089367 5.454873
H3 2.130973 -0.878753 2.456943
H4 2.857353 -0.125893 3.910233
H5 1.283463 -1.060433 4.028873
H6 0.769983 1.351057 3.897743
H7 1.740813 1.454047 2.306853
H8 -1.595357 -2.999153 1.256033
H9 -0.391147 -2.564993 2.512483
H10 -3.335378 -3.257243 2.794773
H11 -2.241487 -4.380723 3.312993
H12 -2.340627 -2.796283 4.152383
H13 -1.436637 0.211707 6.341263
H14 -1.729937 1.521517 5.172163
H15 -3.767047 0.688317 6.199823
H16 -3.732567 0.157767 4.483293
H17 -3.299197 -0.925043 5.849743
C9 7.074663 1.093687 1.107613
C10 7.085283 0.950297 -0.461657
O5 6.165623 1.907957 -1.094597
P2 4.653163 1.382417 -1.364777
O6 4.557503 0.232917 -2.340167
O7 4.030743 1.035517 0.097923
C11 2.767153 0.385237 0.028953
C12 2.889603 -0.689433 1.138333
O8 3.877803 2.713487 -1.881787
C13 2.613933 2.520727 -2.575867
C14 2.070843 3.860397 -3.048257
H18 7.306093 2.115627 1.407953
H19 6.108263 0.772827 1.496493
H20 7.917303 0.577447 1.567563
H21 8.100013 1.011717 -0.854947
H22 6.905253 -0.092883 -0.721377
H23 1.945213 1.049777 0.295213
H24 2.581383 -0.145683 -0.904717
H25 3.724303 -1.347633 0.897203
H26 3.105733 -0.232873 2.104223
H27 1.957513 -1.233853 1.289753
H28 2.775163 1.929877 -3.477537
H29 1.876223 2.006307 -1.960037
H30 2.728953 4.402907 -3.726977
H31 1.138383 3.786887 -3.607937
H32 1.856253 4.490937 -2.185437
C15 -0.344927 -2.215483 0.107693
C16 0.358883 -0.835823 0.109553
O9 -0.599567 0.139947 -0.286207
P3 -0.083977 1.471757 -1.125857
O10 1.165123 2.036787 -0.650677
O11 -0.031067 0.964097 -2.649007
C17 -1.097437 0.370427 -3.303367
C18 -0.499527 -0.389543 -4.451767
O12 -1.389467 2.427877 -1.248657
C19 -2.159827 2.768207 -0.112307
C20 -1.460047 3.349887 1.045393
H33 -0.938277 -2.495483 -0.762727
H34 0.390353 -3.016353 0.185513
H35 -1.027627 -2.374533 0.942383
H36 0.692653 -0.569443 1.112423
H37 1.204153 -0.764733 -0.574967
H38 -1.797627 -0.205233 -2.698017
H39 -1.668187 1.262117 -3.562687
H40 0.246853 -1.123063 -4.146847
H41 -1.314817 -0.871993 -4.990877
H42 0.002293 0.325837 -5.103307
H43 -3.022037 3.396007 -0.337187
H44 -2.496927 1.795317 0.245373
H45 -1.165467 4.351977 0.733733
H46 -2.237247 3.375127 1.809213
H47 -0.517447 2.876507 1.320203
C21 -0.383947 -3.547513 -1.821807
C22 -1.296287 -4.797583 -2.051107
O13 -1.482967 -4.989113 -3.406657
P4 -2.736917 -4.333743 -4.210947
O14 -3.033667 -2.972613 -3.756307
O15 -3.936267 -5.339033 -3.927477
C23 -3.698077 -6.711533 -3.951097
C24 -3.898227 -7.335963 -5.361547
O16 -2.393447 -4.567953 -5.779767
C25 -1.355527 -3.876313 -6.343307
C26 -0.980147 -4.683963 -7.574117
H48 -0.891037 -2.605453 -2.030347
H49 0.059873 -3.545793 -0.826257
H50 0.405873 -3.668313 -2.563227
H51 -0.740747 -5.660193 -1.683187
H52 -2.150967 -4.836213 -1.375727
H53 -2.697357 -6.994073 -3.624247
H54 -4.387997 -7.124163 -3.214997
H55 -3.733907 -8.411513 -5.427007
H56 -4.933147 -7.204113 -5.677227
H57 -3.247587 -6.874183 -6.104197
H58 -1.757537 -2.900643 -6.616377
H59 -0.446577 -3.791123 -5.747777
H60 -0.404647 -5.556533 -7.265037
H61 -1.782577 -5.139673 -8.154227
H62 -0.308347 -4.131813 -8.231317
C27 -0.243137 6.806487 5.460683
C28 0.278573 6.575707 4.018563
O17 1.070603 5.420157 3.925863
P5 0.431303 4.032517 3.419703
O18 1.164953 2.890257 4.033423
O19 -1.187287 4.049837 3.698063
C29 -1.950267 2.916767 3.925433
C30 -2.336598 2.762237 5.362973
O20 0.521503 4.146257 1.802533
C31 1.769493 3.896167 1.143343
C32 1.549863 4.246747 -0.357077
H63 -0.913297 5.980467 5.698743
H64 0.462413 7.021907 6.263123
H65 -0.765727 7.762827 5.481383
H66 -0.460187 6.680717 3.224013
H67 0.982333 7.396747 3.881773
H68 -2.826717 2.952707 3.278413
H69 -1.512607 2.003977 3.521243
H70 -1.411907 2.702457 5.936983
H71 -2.763717 3.700057 5.718173
H72 -3.049817 1.968427 5.584983
H73 2.647563 4.413837 1.529493
H74 1.909703 2.815387 1.161973
H75 2.472553 4.173177 -0.932697
H76 0.633383 3.870977 -0.811997
H77 1.316273 5.302577 -0.494017

Atoms 1-6, force components in eV/Å:
C -0.56 0.02 -0.20
Br 2.92 -7.50 -2.60
Br 4.16 -2.79 -0.62
Br 5.30 -6.72 -5.69
H -0.40 -0.05 -0.10
C 0.18 1.07 -0.18

Atom charges from the Löwdin analysis, given in e for atoms 1 to 8:
1 C -0.9868
2 Br 1.1871
3 Br 0.8465
4 Br 1.1163
5 H 0.0018
6 C -1.0859
7 Br 1.0083
8 Br 1.0725